# 1
59
Properties=species:S:1:pos:R:3:mulliken_charge:R:1 method="wB97M-V/def2-TZVPD" homo_energy_ev=-9.19 molar_mass_g_mol=383.9 homo_lumo_gap_ev=9.07 spin_multiplicity=1 smiles="CCCOCNC(=O)OCl.C1CCOC1.C1CCOC1.C1CCOC1" total_energy_ev=-44474.877
C -1.06 -1.89 0.69 -1.09
C 0.19 -2.71 1.03 -0.09
C 0.77 -2.23 2.35 -0.74
O 1.56 -1.06 2.15 -0.28
C 2.88 -1.15 2.57 -0.59
N 3.68 -2.15 1.88 -0.17
C 3.82 -2.01 0.52 0.63
O 3.68 -2.87 -0.33 -0.54
O 4.29 -0.72 0.23 -0.29
Cl 3.42 -0.03 -1.05 0.01
H -1.83 -2.10 1.43 0.32
H -1.41 -2.09 -0.31 0.39
H -0.78 -0.85 0.78 0.16
H 0.92 -2.53 0.25 0.14
H -0.02 -3.77 1.07 0.33
H 1.33 -3.02 2.87 0.36
H -0.05 -1.97 3.01 0.47
H 3.32 -0.18 2.36 0.30
H 2.97 -1.32 3.64 0.37
H 3.46 -3.10 2.11 0.31
C -3.24 3.33 0.38 -0.34
C -1.82 3.54 0.92 -0.67
C -1.34 2.10 1.10 -0.34
O -2.00 1.33 0.09 -0.37
C -3.05 2.11 -0.51 -0.33
H -3.63 4.18 -0.16 0.42
H -3.92 3.09 1.20 0.12
H -1.21 4.05 0.18 0.29
H -1.79 4.11 1.85 0.35
H -1.63 1.71 2.08 0.25
H -0.26 2.00 0.99 0.29
H -2.73 2.40 -1.51 0.24
H -3.95 1.50 -0.58 0.10
C 7.04 -1.44 -2.13 0.02
C 8.04 -0.30 -2.00 -0.56
C 8.70 -0.30 -3.38 -0.43
O 7.70 -0.75 -4.30 -0.42
C 6.59 -1.29 -3.58 -0.37
H 6.22 -1.39 -1.42 -0.16
H 7.55 -2.40 -2.00 0.29
H 7.51 0.64 -1.84 0.24
H 8.76 -0.43 -1.19 0.37
H 9.55 -0.99 -3.41 0.25
H 9.05 0.69 -3.69 0.29
H 5.75 -0.58 -3.65 0.21
H 6.29 -2.23 -4.03 0.29
C -8.16 0.36 0.94 -0.54
C -8.52 1.09 -0.35 -0.58
C -7.42 2.15 -0.42 -0.44
O -6.27 1.57 0.19 -0.31
C -6.64 0.36 0.88 -0.48
H -8.57 -0.65 1.00 0.33
H -8.51 0.92 1.80 0.27
H -8.44 0.41 -1.21 0.27
H -9.52 1.52 -0.35 0.34
H -7.70 3.05 0.14 0.28
H -7.17 2.43 -1.44 0.27
H -6.25 -0.49 0.32 0.28
H -6.17 0.36 1.87 0.31

=====

# 2
64
Properties=species:S:1:pos:R:3:mulliken_charge:R:1 method="wB97M-V/def2-TZVPD" homo_energy_ev=-12.02 molar_mass_g_mol=500.6 total_charge=+1 homo_lumo_gap_ev=9.52 spin_multiplicity=1 total_energy_ev=-71060.543
C 4.64 -1.84 1.99 -1.39
C 3.84 -1.70 0.69 -0.63
C 2.63 -0.74 0.84 1.31
C 2.40 -0.05 -0.49 -1.62
N 1.16 0.86 -0.63 0.91
C -0.07 0.30 0.09 -0.26
C -0.37 0.88 1.48 0.08
O -1.16 1.75 1.60 -0.45
O 0.33 0.37 2.50 -0.46
P 1.37 2.70 -0.08 0.19
C 2.45 3.34 -1.40 -1.11
C 2.62 2.54 1.22 -1.04
C 0.80 0.82 -2.09 0.45
F 0.30 -0.36 -2.39 -0.25
F -0.10 1.75 -2.35 -0.24
F 1.87 1.02 -2.83 -0.21
H 5.36 -1.03 2.10 0.37
H 3.98 -1.84 2.87 0.32
H 5.20 -2.78 2.01 0.37
H 4.51 -1.32 -0.10 0.42
H 3.48 -2.68 0.35 0.45
H 2.84 -0.04 1.65 0.31
H 1.76 -1.33 1.13 -0.76
H 2.30 -0.82 -1.26 0.44
H 3.25 0.58 -0.76 0.43
H -0.94 0.55 -0.52 0.42
H 0.03 -0.79 0.13 0.39
H 0.22 -0.60 2.54 0.50
H 2.62 4.39 -1.10 0.44
H 3.42 2.84 -1.49 0.35
H 1.96 3.35 -2.37 0.33
H 3.44 1.84 1.03 0.34
H 3.06 3.55 1.27 0.51
H 2.14 2.33 2.18 0.30
C -0.13 -4.38 4.41 -0.57
C -1.47 -4.86 3.85 -0.63
C -1.72 -4.10 2.54 -0.72
S -0.10 -3.73 1.88 1.05
O 0.08 -2.28 1.86 -0.81
O 0.16 -4.44 0.66 -0.81
C 0.85 -4.39 3.24 -0.56
H 0.23 -5.01 5.22 0.40
H -0.23 -3.36 4.80 0.28
H -1.42 -5.93 3.64 0.32
H -2.28 -4.70 4.55 0.35
H -2.26 -4.67 1.79 0.41
H -2.23 -3.15 2.71 0.35
H 1.74 -3.79 3.38 0.26
H 1.13 -5.41 2.95 0.39
C -3.80 4.07 -2.95 -0.66
C -2.93 3.02 -3.66 0.27
C -3.83 1.81 -3.94 -0.71
S -5.51 2.45 -4.10 1.16
O -6.29 1.92 -3.02 -0.65
O -5.95 2.31 -5.46 -0.66
C -5.10 4.16 -3.75 -0.75
H -3.31 5.04 -2.90 0.37
H -4.02 3.76 -1.93 0.31
H -2.56 3.43 -4.60 0.33
H -2.08 2.74 -3.06 -0.43
H -3.57 1.29 -4.86 0.41
H -3.84 1.11 -3.11 0.34
H -5.93 4.60 -3.22 0.42
H -4.95 4.66 -4.71 0.36

=====

# 3
60
Properties=species:S:1:pos:R:3:mulliken_spin:R:1 method="wB97M-V/def2-TZVPD" homo_energy_ev="-5.43 / -6.42" molar_mass_g_mol=690.7 s_squared=6.05 homo_lumo_gap_ev="5.69 / 4.50" spin_multiplicity=5 total_energy_ev=-168153.836
Ir 0.39 0.83 -0.09 2.26
O 2.64 1.58 2.78 0.00
C 2.69 0.45 3.62 0.00
C 2.30 -0.87 2.94 -0.01
C 2.75 -1.93 3.96 0.00
O 2.47 -3.27 3.58 0.00
C 0.78 -1.07 2.76 0.02
Se -0.39 0.44 2.29 0.26
C 3.05 -1.16 1.63 0.02
Se 2.79 -0.06 0.02 0.30
H 2.71 2.36 3.34 0.00
H 2.03 0.57 4.48 0.00
H 3.72 0.33 3.99 0.00
H 2.29 -1.71 4.93 0.00
H 3.84 -1.89 4.09 0.00
H 1.51 -3.35 3.46 0.00
H 0.35 -1.45 3.69 0.01
H 0.60 -1.82 1.99 -0.01
H 2.81 -2.17 1.33 0.00
H 4.13 -1.13 1.83 0.01
N 0.50 0.40 -2.54 0.10
C 1.69 0.81 -3.29 0.00
C 1.86 2.32 -3.26 0.00
C 2.35 2.87 -1.92 -0.01
N 1.28 2.89 -0.90 0.10
H 0.40 -0.61 -2.56 -0.01
H -0.34 0.79 -2.96 -0.01
H 1.66 0.47 -4.33 0.00
H 2.55 0.33 -2.81 0.00
H 0.92 2.80 -3.53 0.00
H 2.59 2.60 -4.02 0.00
H 2.75 3.87 -2.07 0.00
H 3.15 2.24 -1.53 0.00
H 0.53 3.50 -1.19 0.00
H 1.66 3.27 -0.04 -0.01
C -4.64 0.57 0.08 0.01
Si -2.98 1.07 -0.63 -0.04
C -2.43 2.56 0.36 0.02
C -3.27 1.58 -2.42 0.02
N -1.69 -0.11 -0.63 0.54
C -1.77 -1.45 -0.77 -0.02
C -0.58 -2.24 -0.79 0.20
C -0.64 -3.60 -0.94 -0.09
C -1.86 -4.25 -1.08 0.20
C -3.04 -3.50 -1.08 -0.08
C -3.00 -2.14 -0.93 0.18
H -5.22 1.47 0.30 0.00
H -4.52 0.01 1.01 0.00
H -5.24 -0.04 -0.61 0.00
H -2.93 3.48 0.02 0.01
H -1.35 2.72 0.31 0.00
H -2.67 2.42 1.42 0.01
H -4.09 2.30 -2.47 0.00
H -3.55 0.71 -3.04 0.00
H -2.39 2.04 -2.88 0.00
H 0.38 -1.74 -0.65 0.03
H 0.28 -4.18 -0.95 0.00
H -1.90 -5.33 -1.19 0.01
H -4.00 -4.00 -1.18 0.00
H -3.92 -1.57 -0.92 0.01

=====

# 4
57
Properties=species:S:1:pos:R:3:mulliken_charge:R:1 method="wB97M-V/def2-TZVPD" homo_energy_ev=-10.96 molar_mass_g_mol=332.5 total_charge=+1 homo_lumo_gap_ev=7.89 spin_multiplicity=1 total_energy_ev=-29900.522
C -0.24 0.31 2.68 -0.31
C -1.61 0.97 2.73 0.74
O -2.31 0.83 3.68 -0.55
O -1.94 1.72 1.66 -0.28
C -3.00 2.65 1.91 -0.79
C -2.66 3.74 2.93 -0.64
C -1.55 4.70 2.48 -0.80
C -0.19 4.02 2.23 -0.01
C 0.08 3.93 0.71 -0.60
O 1.46 3.82 0.38 -0.41
C 2.27 3.25 1.38 -0.29
C 2.16 3.97 2.74 -0.57
N 0.96 4.86 2.74 -0.06
H -0.16 -0.42 1.88 0.06
H 0.56 1.05 2.58 -0.15
H -0.07 -0.19 3.63 0.37
H -3.32 3.05 0.95 0.42
H -3.86 2.09 2.30 0.50
H -2.49 3.32 3.91 0.41
H -3.57 4.35 3.03 0.43
H -1.41 5.43 3.29 0.29
H -1.89 5.29 1.62 0.35
H -0.11 3.06 2.73 0.04
H -0.25 4.89 0.29 0.49
H -0.55 3.15 0.29 0.21
H 2.09 2.18 1.46 0.22
H 3.30 3.36 1.03 0.42
H 3.05 4.52 3.04 0.41
H 1.99 3.22 3.51 0.36
H 1.06 5.64 2.10 0.38
H 0.80 5.20 3.69 0.41
C -1.04 -1.16 -2.46 -0.57
C -1.73 -2.44 -2.00 -0.55
C -0.87 -2.87 -0.84 0.01
O -0.34 -1.67 -0.25 -0.52
C -0.59 -0.57 -1.13 -0.12
H -1.68 -0.49 -3.03 0.34
H -0.17 -1.41 -3.07 0.26
H -2.75 -2.21 -1.66 0.29
H -1.80 -3.20 -2.78 0.35
H -0.03 -3.48 -1.17 -0.14
H -1.42 -3.43 -0.08 0.32
H -1.38 0.05 -0.69 0.06
H 0.32 0.04 -1.22 0.23
C 2.84 -6.14 -4.19 -0.52
C 1.74 -6.72 -3.31 -0.60
C 1.03 -5.47 -2.82 -0.40
O 1.17 -4.49 -3.85 -0.35
C 2.14 -4.94 -4.81 -0.46
H 3.23 -6.83 -4.93 0.33
H 3.67 -5.80 -3.56 0.26
H 1.06 -7.32 -3.92 0.27
H 2.10 -7.35 -2.50 0.35
H 1.50 -5.08 -1.91 0.26
H -0.03 -5.63 -2.62 0.31
H 1.60 -5.23 -5.72 0.27
H 2.82 -4.12 -5.05 0.27